{
  "formula": "C39H55B2N2O4P2S3Ti",
  "method": "the ωB97M-V functional and the def2-TZVPD basis",
  "charge": -1,
  "homo_ev": -3.112,
  "orbital_gap_ev": 5.479,
  "lumo_energy_ev": 2.367,
  "fmax_ev_per_a": 1.32,
  "relative_energy_ev": 0.000,
  "total_energy_ev": -128066.337,
  "elements": ["Ti", "C", "C", "C", "C", "P", "C", "N", "B", "N", "C", "P", "C", "C", "C", "C", "C", "C", "C", "C", "C", "C", "C", "C", "C", "C", "C", "C", "C", "C", "H", "H", "H", "H", "H", "H", "H", "H", "H", "H", "H", "H", "H", "H", "H", "H", "H", "H", "H", "H", "H", "H", "H", "H", "H", "H", "H", "H", "H", "H", "H", "H", "H", "H", "H", "H", "H", "H", "H", "H", "H", "H", "H", "H", "S", "C", "S", "S", "C", "C", "O", "C", "C", "C", "C", "C", "C", "O", "H", "H", "H", "H", "H", "H", "H", "O", "B", "O", "C", "C", "C", "C", "C", "C", "H", "H", "H", "H"],
  "coordinates": [[-0.024640, 1.588407, -0.547670], [5.621778, 0.913717, -1.633475], [4.138977, 1.170193, -1.923470], [3.595550, -0.096632, -2.599759], [4.005751, 2.343579, -2.901017], [3.022031, 1.519165, -0.445947], [3.382031, 0.073229, 0.668713], [2.457733, -1.016711, 0.401017], [1.029967, -0.989508, 0.442616], [0.556408, -2.321532, 0.228488], [-0.762736, -2.878598, 0.481352], [-2.136305, -1.890551, -0.298496], [-2.533317, -2.935484, -1.812605], [-1.202297, -3.209000, -2.531189], [-3.385391, -2.045958, -2.730508], [-3.234929, -4.269897, -1.570062], [-3.463784, -2.145348, 1.016039], [-3.032050, -1.205310, 2.156678], [-3.655897, -3.554311, 1.589078], [-4.804968, -1.649166, 0.470634], [1.682447, -3.129757, 0.065339], [1.786236, -4.493921, -0.142169], [3.055253, -5.055292, -0.264762], [4.194132, -4.267623, -0.174223], [4.099103, -2.896094, 0.047554], [2.841344, -2.331908, 0.170021], [3.666989, 3.017831, 0.502018], [3.230415, 2.882092, 1.967207], [2.958527, 4.242378, -0.097611], [5.175363, 3.265264, 0.485824], [6.086759, 0.547286, -2.553691], [5.771503, 0.141543, -0.875762], [6.162552, 1.804266, -1.328430], [4.160556, -0.262799, -3.521884], [2.543385, -0.007399, -2.858906], [3.723238, -0.981333, -1.972309], [4.487529, 2.080117, -3.846962], [4.492064, 3.243735, -2.519237], [2.961863, 2.577372, -3.114775], [3.255330, 0.397212, 1.702282], [4.404666, -0.282407, 0.552273], [-0.922937, -2.931124, 1.561469], [-0.791429, -3.902160, 0.110935], [-0.575607, -2.318576, -2.596663], [-1.414974, -3.534529, -3.553746], [-0.628395, -4.003462, -2.049350], [-2.847316, -1.129405, -2.982303], [-4.331062, -1.760750, -2.267154], [-3.610799, -2.584872, -3.656315], [-2.695637, -4.892294, -0.851287], [-3.287605, -4.824444, -2.513091], [-4.255856, -4.137385, -1.210360], [-2.122967, -1.556717, 2.651803], [-3.823496, -1.161603, 2.910939], [-2.843555, -0.190501, 1.804065], [-2.715979, -4.034718, 1.862263], [-4.180766, -4.211488, 0.896612], [-4.259701, -3.488107, 2.499994], [-4.725972, -0.642648, 0.059344], [-5.537043, -1.618085, 1.283927], [-5.200330, -2.305782, -0.305912], [0.906656, -5.120483, -0.206437], [3.150102, -6.120867, -0.429022], [5.171524, -4.722330, -0.271544], [4.994549, -2.292894, 0.123164], [2.219690, 2.492591, 2.079474], [3.253727, 3.870479, 2.434488], [3.910178, 2.236233, 2.527528], [1.878998, 4.169866, 0.026834], [3.166860, 4.361336, -1.161445], [3.306861, 5.141441, 0.420824], [5.743850, 2.392121, 0.811050], [5.395724, 4.083062, 1.179380], [5.529667, 3.570528, -0.498710], [0.711098, 1.672205, -5.039486], [0.283467, 1.626430, -3.453046], [0.033177, 0.149286, -2.561818], [0.086728, 3.058528, -2.462716], [0.489934, -0.760290, 3.134536], [0.380713, 0.446890, 2.259097], [0.249146, 0.135397, 0.808463], [-0.011718, 1.684848, 2.761291], [-0.153645, 1.838626, 4.182547], [-0.485411, 3.038684, 4.771594], [-0.705046, 4.190312, 4.015921], [-0.560834, 4.091462, 2.639815], [-0.230931, 2.895660, 2.030747], [-0.034022, 2.886438, 0.684298], [0.680737, -1.673990, 2.571365], [-0.419322, -0.942816, 3.731659], [1.314683, -0.667667, 3.851866], [0.008631, 0.980993, 4.820304], [-0.580046, 3.075364, 5.851527], [-0.973950, 5.128473, 4.482010], [-0.698771, 4.949778, 1.992295], [-3.090575, 2.209154, 0.251584], [-2.234140, 1.705484, -0.748112], [-3.015435, 1.363357, -1.869723], [-4.306055, 1.654710, -1.549920], [-5.443716, 1.481387, -2.306346], [-6.655944, 1.826425, -1.707412], [-6.706578, 2.322508, -0.409201], [-5.546204, 2.498585, 0.346219], [-4.356871, 2.155774, -0.255594], [-5.389484, 1.089257, -3.313068], [-7.575697, 1.703882, -2.265080], [-7.664776, 2.579132, 0.024197], [-5.569293, 2.882454, 1.357166]],
  "forces_ev_per_a": [[0.197, 0.870, -0.970], [0.000, 0.012, 0.025], [0.000, 0.021, -0.030], [-0.017, 0.026, 0.002], [0.029, 0.009, 0.023], [0.029, -0.037, -0.009], [0.006, 0.015, 0.015], [0.012, -0.008, -0.091], [0.014, 0.057, 0.187], [0.035, -0.039, -0.216], [-0.003, -0.018, -0.027], [-0.064, -0.023, 0.022], [0.012, 0.017, -0.022], [-0.014, 0.003, 0.024], [0.037, 0.006, 0.015], [-0.007, 0.023, -0.022], [0.017, 0.031, 0.030], [0.011, -0.078, 0.002], [-0.021, -0.013, -0.036], [-0.010, -0.003, 0.023], [0.008, 0.003, 0.065], [-0.001, 0.022, -0.004], [0.003, 0.001, -0.002], [-0.004, -0.005, 0.007], [0.010, 0.003, -0.022], [-0.015, -0.004, -0.016], [-0.014, 0.006, 0.017], [-0.006, 0.028, -0.008], [0.006, -0.005, -0.004], [-0.003, -0.009, -0.014], [-0.003, -0.001, -0.003], [0.015, 0.001, -0.012], [0.003, -0.003, 0.001], [-0.005, 0.003, -0.003], [-0.006, -0.021, -0.005], [-0.008, 0.008, 0.003], [-0.001, -0.007, -0.003], [0.000, -0.006, -0.005], [-0.011, -0.003, -0.019], [-0.019, 0.012, 0.000], [-0.019, -0.007, 0.010], [-0.053, 0.008, 0.002], [0.002, -0.028, 0.020], [-0.039, -0.082, -0.021], [-0.002, -0.017, -0.001], [0.012, 0.010, 0.030], [-0.009, -0.014, 0.001], [-0.019, 0.003, 0.007], [0.003, -0.003, -0.009], [-0.003, -0.002, -0.009], [0.001, 0.000, 0.000], [0.011, 0.001, -0.014], [-0.099, 0.033, -0.035], [-0.003, -0.020, 0.010], [-0.002, 0.054, -0.041], [0.034, 0.000, 0.026], [0.033, 0.026, 0.039], [-0.015, 0.005, -0.002], [0.001, 0.083, -0.041], [-0.001, 0.000, -0.002], [0.007, -0.002, 0.004], [-0.009, -0.002, -0.005], [0.000, 0.001, -0.006], [0.001, 0.000, -0.002], [-0.001, 0.005, 0.000], [0.004, -0.021, 0.001], [0.013, 0.004, -0.001], [-0.006, -0.007, 0.005], [-0.006, 0.003, 0.003], [-0.010, 0.002, -0.001], [0.000, 0.000, 0.002], [-0.001, 0.002, 0.008], [-0.002, 0.004, 0.002], [0.009, -0.011, 0.005], [-0.022, 0.014, -0.039], [0.023, -0.020, 0.140], [-0.072, -0.043, 0.012], [0.077, -0.231, 0.098], [-0.103, -0.012, 0.054], [0.242, -0.041, -0.002], [-0.022, -0.194, 0.376], [-0.103, 0.062, 0.114], [-0.022, -0.013, -0.054], [0.006, 0.027, 0.010], [0.006, -0.019, 0.009], [-0.007, 0.005, -0.030], [0.132, 0.030, 0.071], [-0.200, -0.312, 0.323], [0.044, 0.007, 0.020], [0.048, 0.003, 0.005], [-0.005, 0.012, -0.017], [-0.002, -0.005, -0.001], [-0.003, 0.005, 0.001], [0.001, 0.001, -0.001], [-0.009, 0.005, 0.007], [0.003, -0.047, 0.064], [-0.050, -0.147, -0.075], [-0.012, 0.090, -0.023], [0.003, -0.071, 0.034], [0.005, -0.031, 0.001], [-0.008, 0.005, 0.009], [-0.010, 0.003, -0.008], [0.017, 0.000, 0.011], [-0.001, 0.000, -0.016], [0.000, 0.000, 0.001], [0.000, 0.001, -0.001], [0.000, -0.001, 0.002], [-0.003, -0.001, 0.001]]
}